# 1
A molecular structure, C14H15AlNO3 at a distorted geometry. Source: the OMol25 dataset; level of theory: ωB97M-V with the def2-TZVPD basis set.

Results
Multiplicity = 1
Total charge = -1
Lowest unoccupied orbital energy (alpha / beta) = 3.131 / 2.986 eV
Kohn-Sham gap (alpha / beta) = 4.88 / 5.69 eV
Energy above the lowest of the compared OMol25 structures with the same formula, charge and spin = 33.3 kcal per mole

Structure (XYZ):
```
34
C14H15AlNO3 (ωB97M-V with the def2-TZVPD basis set)
C -0.999 0.725 -3.665
C 0.245 0.835 -4.275
C 1.122 1.587 -3.441
C 0.291 2.158 -2.367
C -0.957 1.353 -2.384
Al 0.887 0.562 -1.430
N -1.156 -2.581 -1.718
C -1.394 -3.815 -2.222
C 0.121 -1.896 -1.803
H 2.130 1.932 -3.729
H 0.507 0.391 -5.251
H 0.519 3.086 -1.845
H -1.883 1.676 -1.913
H -1.885 0.291 -4.150
H 0.442 -1.917 -2.829
H -1.347 -3.903 -3.294
H -1.299 -2.300 -0.791
H 0.548 -2.349 -0.889
H -1.341 -4.594 -1.522
O 0.776 2.474 2.039
C 0.529 1.526 2.968
C 0.687 1.924 4.293
C 0.543 1.003 5.311
C 0.268 -0.346 4.996
C 0.109 -0.745 3.665
C 0.147 0.209 2.640
C 0.124 -0.190 1.203
O 0.195 -1.407 0.937
O -0.050 0.762 0.210
H 0.451 2.094 1.188
H 0.923 2.964 4.482
H 0.661 1.344 6.352
H 0.175 -1.061 5.813
H -0.088 -1.789 3.423
```


# 2
3 unconnected molecules or ions with the total composition C12H15F9O6 at a distorted geometry. Source: the OMol25 dataset; level of theory: ωB97M-V with the def2-TZVPD basis set.

Results
Multiplicity = 1
Lowest unoccupied orbital energy = 0.364 eV
Kohn-Sham gap = 11.41 eV
Energy above the lowest of the compared OMol25 structures with the same formula, charge and spin = 44.4 kcal per mole

Structure (XYZ):
```
42
C12H15F9O6 (ωB97M-V with the def2-TZVPD basis set)
C -1.538 -1.743 -3.738
C -1.627 -1.471 -2.231
O -2.932 -1.805 -1.812
C -3.097 -2.052 -0.512
O -2.181 -2.102 0.348
C -4.567 -2.415 -0.098
F -4.798 -3.701 0.155
F -4.898 -1.688 0.998
F -5.291 -1.950 -1.078
H -1.061 -2.722 -3.689
H -0.837 -1.201 -4.373
H -2.536 -1.872 -4.156
H -1.440 -0.400 -2.154
H -0.869 -1.930 -1.597
C 2.264 4.395 2.007
C 1.067 3.984 1.187
O 1.588 3.157 0.191
C 0.803 2.835 -0.901
O -0.381 3.105 -0.965
C 1.539 1.871 -1.823
F 1.465 2.376 -3.081
F 2.784 1.635 -1.455
F 0.916 0.678 -1.893
H 3.086 4.815 1.427
H 2.775 3.594 2.540
H 2.006 5.152 2.748
H 0.626 4.917 0.837
H 0.220 3.454 1.624
C 0.240 0.358 2.658
C 1.563 -0.070 1.997
O 1.488 -1.094 1.022
C 1.518 -2.465 1.310
O 1.547 -2.871 2.419
C 1.542 -3.403 0.100
F 0.494 -4.121 0.025
F 1.744 -2.721 -1.046
F 2.520 -4.250 0.194
H -0.031 -0.569 3.164
H -0.443 0.740 1.899
H 0.488 1.064 3.450
H 2.315 -0.382 2.722
H 1.930 0.868 1.579
```


# 3
2 unconnected molecules or ions with the total composition C2H4S2 at a distorted geometry. Source: the OMol25 dataset; level of theory: ωB97M-V with the def2-TZVPD basis set.

Results
Multiplicity = 1
Lowest unoccupied orbital energy = -0.949 eV
Kohn-Sham gap = 7.98 eV
Energy above the lowest of the compared OMol25 structures with the same formula, charge and spin = 83.7 kcal per mole

Structure (XYZ):
```
8
C2H4S2 (ωB97M-V with the def2-TZVPD basis set)
C 0.185 -0.136 0.474
C 0.251 -0.129 -1.116
H -1.868 1.314 1.525
H 1.188 -0.853 0.718
H 0.611 0.697 0.989
H -0.672 0.203 -1.805
S -1.409 -0.423 0.947
S 1.714 -0.674 -1.732
```


# 4
A molecular structure, C31H20Cl2N7O4Re at a distorted geometry. Source: the OMol25 dataset; level of theory: ωB97M-V with the def2-TZVPD basis set.

Results
⟨S²⟩ = 3.7785
Multiplicity = 4
Total charge = +1
Lowest unoccupied orbital energy (alpha / beta) = -4.352 / -5.212 eV
Kohn-Sham gap (alpha / beta) = 5.26 / 5.26 eV
Energy above the lowest of the compared OMol25 structures with the same formula, charge and spin = 36.5 kcal per mole

Structure (XYZ):
```
65
C31H20Cl2N7O4Re (ωB97M-V with the def2-TZVPD basis set)
Re -0.026 -0.090 0.734
Cl -0.155 -4.455 5.846
C -0.163 -3.951 4.226
C -0.624 -2.689 3.997
C -0.392 -2.101 2.771
N -0.863 -0.846 2.326
C -1.940 -0.211 2.992
O -2.347 -0.491 4.129
C -2.607 0.848 2.239
C -3.883 1.318 2.736
C -4.795 1.832 1.838
C -4.419 1.971 0.506
C -3.125 1.642 0.103
N -2.257 1.042 0.948
C 0.231 -2.841 1.766
C 0.626 -4.142 1.919
C 0.351 -4.771 3.146
Cl 0.550 -6.448 3.229
N 0.613 -2.027 0.693
C 1.285 -2.501 -0.437
O 1.327 -3.675 -0.832
C 1.907 -1.375 -1.051
C 2.398 -1.528 -2.365
C 3.045 -0.446 -3.007
C 3.235 0.689 -2.227
C 2.735 0.785 -0.982
N 1.996 -0.216 -0.414
H -1.128 -2.124 4.730
H -4.059 1.158 3.782
H -5.713 2.171 2.253
H -5.089 2.474 -0.222
H -2.724 1.847 -0.920
H 1.132 -4.639 1.075
H 2.231 -2.551 -2.765
H 3.300 -0.559 -4.089
H 3.704 1.535 -2.695
H 2.813 1.659 -0.342
O -0.561 -1.906 -3.591
C -0.494 -0.839 -4.388
C -0.317 -0.923 -5.813
C -0.150 0.284 -6.489
C -0.122 1.520 -5.849
C -0.113 1.597 -4.465
C -0.290 0.416 -3.698
C -0.367 0.500 -2.210
O -0.795 -0.553 -1.514
N 0.001 1.643 -1.711
N 0.160 1.577 -0.385
C 0.405 2.710 0.259
C 0.982 2.522 1.516
C 1.367 3.499 2.489
C 1.911 3.122 3.687
C 2.006 1.722 3.953
C 1.619 0.819 3.030
N 0.998 1.167 1.882
H -0.772 -1.590 -2.625
H -0.299 -1.889 -6.277
H 0.065 0.245 -7.573
H -0.133 2.405 -6.463
H -0.108 2.535 -3.951
H 0.382 3.649 -0.263
H 1.119 4.564 2.290
H 2.171 3.857 4.413
H 2.411 1.329 4.874
H 1.756 -0.277 3.235
```


# 5
5 unconnected molecules or ions with the total composition C19H27F12N3O10P at a distorted geometry. Source: the OMol25 dataset; level of theory: ωB97M-V with the def2-TZVPD basis set.

Results
Multiplicity = 1
Total charge = +1
Lowest unoccupied orbital energy = -3.200 eV
Kohn-Sham gap = 9.29 eV

Structure (XYZ):
```
72
C19H27F12N3O10P (ωB97M-V with the def2-TZVPD basis set)
N 10.240 6.936 -1.052
P 9.543 7.867 -2.049
O 9.869 7.679 -3.575
O 9.796 9.390 -1.788
N 7.809 7.705 -1.822
C 7.297 6.534 -1.315
C 5.973 6.733 -1.270
N 5.733 7.991 -1.716
C 6.858 8.594 -2.058
H 10.856 6.275 -1.509
H 10.001 6.748 -3.794
H 10.243 9.416 -0.925
H 7.852 5.669 -1.029
H 5.216 6.052 -0.944
H 4.812 8.405 -1.771
H 6.990 9.588 -2.435
C 1.201 1.663 0.558
C 0.402 2.873 0.989
O 1.211 4.075 0.924
C 1.350 4.624 -0.264
O 0.888 4.241 -1.296
C 2.187 5.904 -0.136
F 3.282 5.728 0.624
F 1.483 6.893 0.415
F 2.614 6.344 -1.331
H 2.113 1.578 1.151
H 0.613 0.756 0.687
H 1.498 1.736 -0.488
H 0.101 2.777 2.018
H -0.502 2.994 0.393
C -4.913 0.279 5.201
C -3.838 -0.785 5.130
O -2.769 -0.383 4.242
C -1.875 0.446 4.748
O -1.862 0.896 5.854
C -0.789 0.734 3.701
F -1.320 0.999 2.491
F 0.027 -0.314 3.555
F -0.039 1.776 4.058
H -5.280 0.518 4.201
H -5.748 -0.070 5.807
H -4.531 1.201 5.637
H -4.247 -1.703 4.712
H -3.441 -1.020 6.116
C -3.658 -6.783 0.622
C -4.271 -5.404 0.730
O -4.748 -5.149 2.068
C -3.839 -4.777 2.952
O -2.670 -4.632 2.755
C -4.517 -4.508 4.304
F -5.381 -5.470 4.627
F -5.200 -3.345 4.268
F -3.628 -4.418 5.288
H -4.367 -7.542 0.955
H -3.375 -6.994 -0.401
H -2.770 -6.870 1.249
H -5.142 -5.328 0.085
H -3.570 -4.627 0.427
C -1.902 -7.021 -6.296
C -3.236 -7.735 -6.307
O -3.766 -7.868 -4.973
C -4.375 -6.802 -4.479
O -4.523 -5.752 -5.026
C -4.920 -7.124 -3.080
F -4.012 -7.761 -2.327
F -6.000 -7.907 -3.160
F -5.275 -6.016 -2.430
H -1.204 -7.528 -5.629
H -1.477 -7.000 -7.299
H -2.005 -5.996 -5.943
H -3.117 -8.749 -6.681
H -3.958 -7.231 -6.948
```


# 6
3 unconnected molecules or ions with the total composition C3H12N2OS at a distorted geometry. Source: the OMol25 dataset; level of theory: ωB97M-V with the def2-TZVPD basis set.

Results
Multiplicity = 1
Lowest unoccupied orbital energy = -4.459 eV
Kohn-Sham gap = 3.74 eV
Energy above the lowest of the compared OMol25 structures with the same formula, charge and spin = 211.7 kcal per mole

Structure (XYZ):
```
19
C3H12N2OS (ωB97M-V with the def2-TZVPD basis set)
N 3.021 -0.440 -0.539
C 0.444 -0.411 -0.200
C -0.520 -0.343 -1.442
S -1.587 1.207 -1.661
C 0.526 0.655 0.907
N -0.739 1.113 1.573
H 3.149 -0.864 -1.429
H 3.912 -0.144 -0.132
H 0.447 -1.417 0.284
H -1.212 -1.109 -1.181
H 0.103 -0.603 -2.267
H -2.422 0.684 -0.709
H 1.068 0.154 1.741
H 1.142 1.527 0.628
H -1.587 0.587 1.193
H -0.764 0.875 2.491
H -3.767 -0.630 0.697
H 1.590 -0.222 -0.564
O -2.804 -0.619 0.608
```


# 7
3 unconnected molecules or ions with the total composition C5H5Cl6FO3 at a distorted geometry. Source: the OMol25 dataset; level of theory: ωB97M-V with the def2-TZVPD basis set.

Results
Multiplicity = 1
Lowest unoccupied orbital energy = 0.325 eV
Kohn-Sham gap = 11.22 eV
Energy above the lowest of the compared OMol25 structures with the same formula, charge and spin = 0.0 kcal per mole

Structure (XYZ):
```
20
C5H5Cl6FO3 (ωB97M-V with the def2-TZVPD basis set)
O 1.349 -0.277 -2.782
C 0.773 -1.249 -2.462
O -0.368 -1.362 -1.755
C -0.709 -2.713 -1.465
C 0.299 -3.470 -2.376
F -0.344 -4.000 -3.517
O 1.199 -2.523 -2.782
H -0.521 -2.873 -0.450
H -1.717 -2.934 -1.751
H 0.706 -4.402 -1.974
Cl -1.898 3.991 3.673
C -0.300 3.432 4.119
Cl -0.191 3.588 5.875
Cl 0.962 4.326 3.317
H -0.315 2.309 3.939
Cl 1.848 1.986 0.315
C 0.184 1.542 -0.047
Cl -0.752 3.041 -0.040
Cl -0.458 0.506 1.199
H 0.252 1.080 -1.037
```


# 8
A molecular structure, C20H17NO5SW. Source: the OMol25 dataset; level of theory: ωB97M-V with the def2-TZVPD basis set.

Results
Multiplicity = 1
Total charge = +2
Lowest unoccupied orbital energy = -8.834 eV
Kohn-Sham gap = 5.56 eV
Energy above the lowest of the compared OMol25 structures with the same formula, charge and spin = 12.9 kcal per mole

Structure (XYZ):
```
45
C20H17NO5SW (ωB97M-V with the def2-TZVPD basis set)
W -1.038 -0.446 -0.188
O -5.944 -3.569 -2.357
C -5.010 -2.974 -1.945
C -5.056 -1.760 -0.956
O -6.008 -1.209 -0.507
C -3.613 -1.432 -0.784
C -2.790 -2.262 -1.461
O -1.495 -1.934 -1.294
C -3.506 -3.322 -2.218
O -3.071 -4.183 -2.912
O -2.954 -0.476 -0.114
S 0.200 0.309 -2.079
C 1.845 0.916 -2.100
N 2.853 0.043 -1.879
C 4.154 0.359 -2.006
C 4.513 1.633 -2.377
C 3.506 2.562 -2.621
C 2.170 2.208 -2.480
H 2.603 -0.914 -1.650
H 4.858 -0.438 -1.812
H 5.558 1.883 -2.489
H 3.761 3.566 -2.934
H 1.380 2.913 -2.691
C 1.689 -1.282 2.482
C 0.249 -0.803 2.297
C -0.522 -0.951 3.630
C -0.490 -1.574 1.230
C 0.143 0.634 1.759
C 1.217 1.369 1.315
C 1.024 2.635 0.736
C -0.250 3.122 0.477
C -1.361 2.361 0.856
C -1.171 1.153 1.533
H 1.689 -2.297 2.875
H 2.215 -0.648 3.196
H 2.240 -1.294 1.541
H -0.404 -1.968 4.001
H -1.591 -0.756 3.534
H -0.110 -0.266 4.371
H -0.797 -2.602 1.411
H 2.223 0.998 1.465
H 1.893 3.227 0.480
H -0.394 4.083 0.007
H -2.367 2.724 0.686
H -2.038 0.660 1.973
```


The records above give, respectively, DFT total energy values of -1065.27579; -1816.47551; -874.82669; -2875.99234; -3196.52398; -704.10088; -3280.25726; -1667.88484 hartree.